(1)
{"formula": "C30H49BN7PmS", "method": "ωB97M-V/def2-TZVPD", "species": ["Pm", "C", "C", "C", "C", "C", "C", "C", "C", "C", "N", "N", "B", "N", "N", "C", "C", "C", "C", "C", "C", "C", "C", "C", "N", "N", "C", "C", "C", "C", "C", "C", "C", "C", "C", "H", "H", "H", "H", "H", "H", "H", "H", "H", "H", "H", "H", "H", "H", "H", "H", "H", "H", "H", "H", "H", "H", "H", "H", "H", "H", "H", "H", "H", "H", "H", "H", "H", "H", "H", "H", "H", "H", "H", "H", "H", "H", "H", "H", "H", "H", "S", "C", "C", "N", "C", "H", "H", "H"], "positions_angstrom": [[-0.33, -0.78, -1.90], [4.44, -0.77, -2.65], [3.38, -1.65, -1.98], [2.29, -2.02, -3.00], [2.84, -0.95, -0.76], [3.55, -0.45, 0.33], [2.61, 0.14, 1.16], [2.89, 0.84, 2.45], [3.56, -0.12, 3.44], [3.77, 2.07, 2.19], [1.40, -0.01, 0.58], [1.54, -0.69, -0.59], [0.01, 0.48, 1.10], [-0.93, -0.76, 1.23], [-1.26, -1.45, 0.09], [-1.95, -2.55, 0.47], [-2.10, -2.53, 1.84], [-1.42, -1.41, 2.31], [-1.30, -1.19, 3.80], [-0.80, -2.50, 4.42], [-0.41, -0.07, 4.33], [-2.33, -3.65, -0.49], [-2.32, -4.99, 0.25], [-1.36, -3.72, -1.68], [-0.55, 1.55, 0.09], [-0.41, 1.39, -1.26], [-0.77, 2.54, -1.86], [-1.16, 3.45, -0.88], [-1.00, 2.80, 0.34], [-1.30, 3.46, 1.65], [-0.03, 3.74, 2.45], [-2.37, 2.70, 2.44], [-0.73, 2.72, -3.35], [-0.31, 4.14, -3.71], [0.23, 1.71, -4.01], [4.88, -1.29, -3.50], [5.24, -0.54, -1.95], [4.01, 0.17, -3.00], [3.86, -2.58, -1.65], [1.80, -1.10, -3.40], [1.57, -2.74, -2.56], [2.76, -2.52, -3.84], [4.60, -0.50, 0.50], [1.96, 1.19, 2.89], [4.56, -0.39, 3.11], [2.97, -1.02, 3.56], [3.64, 0.36, 4.41], [4.73, 1.79, 1.79], [3.93, 2.61, 3.12], [3.28, 2.74, 1.49], [0.14, 0.98, 2.13], [-2.62, -3.25, 2.44], [-2.32, -1.01, 4.15], [0.17, -2.77, 4.00], [-1.49, -3.33, 4.26], [-0.69, -2.37, 5.49], [0.61, -0.21, 4.01], [-0.43, -0.12, 5.42], [-0.77, 0.92, 4.05], [-3.35, -3.47, -0.86], [-1.35, -5.18, 0.69], [-2.56, -5.81, -0.42], [-3.06, -5.01, 1.05], [-0.33, -3.69, -1.30], [-1.55, -2.92, -2.43], [-1.49, -4.67, -2.19], [-1.50, 4.45, -1.02], [-1.73, 4.44, 1.38], [0.34, 2.86, 2.95], [-0.23, 4.50, 3.20], [0.75, 4.12, 1.79], [-2.11, 1.64, 2.53], [-3.33, 2.78, 1.94], [-2.46, 3.12, 3.43], [-1.74, 2.56, -3.74], [0.67, 4.37, -3.30], [-1.01, 4.87, -3.32], [-0.26, 4.26, -4.79], [1.20, 1.75, -3.51], [0.37, 1.98, -5.05], [-0.19, 0.68, -3.99], [-4.94, 0.17, -3.08], [-4.35, -0.72, -4.42], [-3.04, -1.02, -4.24], [-2.49, -0.57, -3.07], [-3.40, 0.07, -2.36], [-4.98, -0.97, -5.24], [-2.43, -1.57, -4.95], [-3.20, 0.50, -1.39]], "e_tot_ha": -2586.9341, "total_charge": 2, "multiplicity": 5, "homo_energy_ev": [-14.27, -14.28], "e_above_lowest_kcal_mol": 11.7}

---

(2)
{"formula": "C30H49BrFGe2N3O4PSc", "method": "ωB97M-V/def2-TZVPD", "species": ["Sc", "N", "C", "C", "N", "H", "H", "H", "H", "H", "H", "H", "H", "C", "Ge", "C", "C", "Ge", "C", "C", "C", "C", "C", "C", "C", "C", "C", "C", "C", "C", "H", "H", "H", "H", "H", "H", "H", "H", "H", "H", "H", "H", "H", "H", "H", "H", "H", "H", "H", "F", "C", "C", "C", "C", "O", "P", "O", "O", "O", "C", "C", "C", "C", "H", "H", "H", "H", "H", "H", "H", "H", "H", "H", "H", "H", "H", "H", "H", "H", "H", "H", "Br", "C", "C", "C", "C", "C", "N", "H", "H", "H", "H"], "positions_angstrom": [[1.20, 0.42, 1.11], [2.29, 0.08, 3.25], [3.75, 0.26, 3.24], [4.08, 1.32, 2.21], [3.59, 0.86, 0.91], [1.83, 0.85, 3.72], [2.02, -0.76, 3.77], [4.20, -0.70, 2.95], [4.14, 0.52, 4.23], [5.15, 1.53, 2.20], [3.56, 2.25, 2.46], [4.22, 0.15, 0.52], [3.58, 1.63, 0.24], [0.29, -1.32, -4.76], [0.00, -1.56, -2.83], [0.83, -3.24, -2.29], [-1.92, -1.68, -2.44], [0.88, 0.45, -1.74], [-0.37, 1.94, -2.08], [-0.18, 3.23, -1.59], [-1.00, 4.27, -1.98], [-2.03, 4.05, -2.88], [-2.25, 2.77, -3.37], [-1.42, 1.73, -2.97], [2.62, 1.06, -2.42], [3.12, 2.33, -2.15], [4.33, 2.75, -2.69], [5.05, 1.90, -3.51], [4.56, 0.64, -3.80], [3.36, 0.22, -3.25], [-0.37, -2.00, -5.29], [1.31, -1.55, -5.04], [0.07, -0.30, -5.09], [0.37, -4.04, -2.88], [0.63, -3.45, -1.24], [1.90, -3.26, -2.46], [-2.14, -2.69, -2.10], [-2.50, -1.48, -3.33], [-2.21, -0.98, -1.66], [0.61, 3.43, -0.87], [-0.83, 5.27, -1.59], [-2.67, 4.87, -3.19], [-3.05, 2.59, -4.06], [-1.62, 0.75, -3.37], [2.56, 3.02, -1.53], [4.69, 3.75, -2.48], [5.99, 2.23, -3.94], [5.12, -0.02, -4.45], [3.01, -0.78, -3.48], [1.36, 2.26, 0.95], [-4.12, -1.45, 3.38], [-3.15, -2.11, 2.42], [-3.64, -2.10, 0.99], [-2.79, -3.51, 2.87], [-1.87, -1.38, 2.50], [-1.41, -0.04, 1.84], [-0.25, 0.52, 2.66], [-0.77, -0.28, 0.47], [-2.70, 0.82, 1.82], [-2.99, 2.24, 1.52], [-1.73, 3.07, 1.66], [-4.04, 2.63, 2.54], [-3.54, 2.25, 0.10], [-5.04, -2.03, 3.41], [-4.36, -0.44, 3.07], [-3.70, -1.43, 4.39], [-4.53, -2.71, 0.92], [-2.88, -2.51, 0.33], [-3.89, -1.09, 0.65], [-3.68, -4.13, 2.92], [-2.33, -3.49, 3.86], [-2.09, -3.97, 2.17], [-1.32, 3.01, 2.66], [-2.00, 4.11, 1.45], [-0.96, 2.79, 0.94], [-3.64, 2.55, 3.55], [-4.91, 1.99, 2.46], [-4.35, 3.66, 2.37], [-2.78, 1.93, -0.61], [-3.86, 3.25, -0.16], [-4.40, 1.58, 0.03], [3.89, -1.98, -0.85], [2.74, -2.77, 0.42], [2.89, -4.14, 0.61], [2.04, -4.77, 1.50], [1.09, -4.00, 2.16], [1.03, -2.65, 1.90], [1.85, -2.01, 1.04], [3.65, -4.68, 0.07], [2.12, -5.83, 1.67], [0.40, -4.44, 2.87], [0.29, -2.04, 2.41]], "e_tot_ha": -9567.7401, "total_charge": 1, "multiplicity": 2, "homo_energy_ev": [-10.04, -11.26], "e_above_lowest_kcal_mol": 6.9}

---

(3)
{"formula": "C30H49IrN3O2Si2Te", "method": "ωB97M-V/def2-TZVPD", "species": ["Ir", "C", "N", "C", "C", "C", "N", "C", "C", "C", "C", "C", "C", "C", "O", "C", "C", "C", "N", "C", "C", "C", "C", "C", "C", "C", "O", "H", "H", "H", "H", "H", "H", "H", "H", "H", "H", "H", "H", "H", "H", "H", "H", "H", "H", "H", "H", "H", "H", "H", "H", "H", "C", "H", "H", "C", "Si", "C", "C", "C", "Te", "C", "Si", "C", "C", "C", "H", "H", "H", "H", "H", "H", "H", "H", "H", "H", "H", "H", "H", "H", "H", "H", "H", "H", "H", "H", "H", "H"], "positions_angstrom": [[-0.49, 0.68, -0.33], [-2.56, -1.61, 0.53], [-2.77, -0.61, -0.50], [-4.00, 0.11, -0.17], [-4.27, 1.40, -0.95], [-3.05, 2.34, -1.00], [-2.17, 2.09, 0.11], [-2.15, 2.92, 1.09], [-1.43, 2.80, 2.31], [-1.58, 3.85, 3.24], [-0.93, 3.86, 4.45], [-0.07, 2.81, 4.77], [0.11, 1.76, 3.89], [-0.57, 1.69, 2.65], [-0.40, 0.65, 1.92], [-2.86, -1.23, -1.82], [-1.50, -1.59, -2.42], [-0.88, -0.51, -3.31], [-0.49, 0.68, -2.58], [-0.25, 1.75, -3.35], [0.03, 3.09, -3.00], [-0.02, 4.05, -4.06], [0.05, 5.40, -3.84], [0.19, 5.90, -2.55], [0.33, 5.00, -1.50], [0.30, 3.64, -1.71], [0.56, 2.89, -0.59], [-3.44, -2.26, 0.65], [-2.35, -1.12, 1.48], [-1.70, -2.23, 0.28], [-3.95, 0.36, 0.89], [-4.87, -0.56, -0.31], [-5.09, 1.91, -0.44], [-4.60, 1.18, -1.97], [-3.39, 3.38, -1.02], [-2.48, 2.16, -1.92], [-2.74, 3.83, 1.01], [-2.24, 4.66, 2.98], [-1.08, 4.67, 5.15], [0.47, 2.82, 5.70], [0.76, 0.95, 4.15], [-3.36, -0.52, -2.49], [-3.49, -2.13, -1.76], [-1.61, -2.50, -3.02], [-0.79, -1.80, -1.61], [-1.59, -0.25, -4.11], [0.00, -0.95, -3.80], [-0.35, 1.58, -4.42], [-0.15, 3.68, -5.06], [0.00, 6.08, -4.67], [0.25, 6.96, -2.36], [0.51, 5.34, -0.50], [1.53, 1.86, -0.67], [2.19, 1.96, 0.19], [2.07, 1.86, -1.62], [0.92, -6.56, 0.40], [0.02, -4.88, 0.57], [-0.14, -4.45, 2.42], [-1.67, -5.14, -0.29], [1.07, -3.52, -0.26], [1.13, -1.55, 0.72], [3.01, -1.11, -0.27], [4.32, -0.74, 1.07], [5.91, -0.04, 0.29], [3.58, 0.47, 2.34], [4.77, -2.41, 1.89], [0.42, -7.32, 0.99], [1.95, -6.51, 0.74], [0.93, -6.90, -0.63], [-0.81, -5.12, 2.94], [-0.51, -3.43, 2.55], [0.83, -4.51, 2.90], [-2.17, -6.00, 0.15], [-1.54, -5.35, -1.34], [-2.33, -4.30, -0.20], [0.78, -3.38, -1.30], [2.11, -3.85, -0.26], [2.85, -0.29, -0.95], [3.28, -1.99, -0.85], [5.74, 0.86, -0.29], [6.39, -0.76, -0.38], [6.64, 0.19, 1.06], [3.92, 1.48, 2.17], [3.86, 0.20, 3.36], [2.50, 0.47, 2.29], [5.21, -3.10, 1.17], [3.89, -2.90, 2.31], [5.49, -2.28, 2.69]], "e_tot_ha": -2438.5265, "multiplicity": 2, "homo_energy_ev": [-5.30, -6.17], "e_above_lowest_kcal_mol": 39.1}